ORCA calculation (ωB97M-V with the def2-TZVPD basis set) on 8 unconnected molecules or ions with the total composition C37H87N3O8.

Computed properties:
Structure (SMILES)   CC1(C)CCCC(C)(C)N1O.CC1(C)CCCC(C)(C)N1O.CC1(C)CCCC(C)(C)N1O.CCO.CCO.CCO.CCO.CCO
E_LUMO   0.3 eV
E_HOMO   -7.99 eV
Largest force on an atom   1.74 eV/Å
Relative energy (zero: lowest compared OMol25 entry of this formula, charge and spin)   1.158 eV
Charge   0

Each atom is followed by the atoms it is bonded to, with distances in Å.
Positions of all 135 atoms, in Å:
1 C -8.5634 -18.8466 -15.4576  C2 1.533, H12 1.091, H13 1.093, H14 1.087
2 C -7.4426 -19.8827 -15.3134  C1 1.533, C3 1.531, N7 1.453, C11 1.531
3 C -8.0464 -21.2712 -15.0846  C2 1.531, C4 1.520, H15 1.091, H16 1.095
4 C -8.6122 -21.8546 -16.3691  C3 1.520, C5 1.518, H17 1.092, H18 1.094
5 C -7.4543 -21.9547 -17.3462  C4 1.518, C6 1.528, H19 1.094, H20 1.105
6 C -6.8153 -20.6107 -17.6920  C5 1.528, N7 1.458, C9 1.519, C10 1.545
7 N -6.4974 -19.9883 -16.4119  C2 1.453, C6 1.458, O8 1.413
8 O -5.7094 -18.8268 -16.5705  N7 1.413, H30 0.961
9 C -5.5536 -20.8614 -18.4999  C6 1.519, H21 1.088, H22 1.094, H23 1.090
10 C -7.7856 -19.7926 -18.5727  C6 1.545, H24 1.093, H25 1.085, H26 1.089
11 C -6.6870 -19.5348 -14.0283  C2 1.531, H27 1.093, H28 1.091, H29 1.091
12 H -8.1882 -17.8294 -15.3376  C1 1.091
13 H -9.3009 -19.0469 -14.6764  C1 1.093
14 H -9.0952 -18.8688 -16.4054  C1 1.087
15 H -7.3000 -21.9341 -14.6450  C3 1.091
16 H -8.8248 -21.1464 -14.3238  C3 1.095
17 H -9.4222 -21.2371 -16.7616  C4 1.092
18 H -9.0309 -22.8533 -16.2174  C4 1.094
19 H -7.6065 -22.6105 -18.2088  C5 1.094
20 H -6.6586 -22.5232 -16.8314  C5 1.105
21 H -5.0554 -19.9346 -18.7769  C9 1.088
22 H -4.8273 -21.4571 -17.9383  C9 1.094
23 H -5.8341 -21.4460 -19.3762  C9 1.090
24 H -7.9166 -20.3235 -19.5191  C10 1.093
25 H -8.7720 -19.7308 -18.1241  C10 1.085
26 H -7.4003 -18.7916 -18.7621  C10 1.089
27 H -7.4051 -19.5001 -13.2050  C11 1.093
28 H -6.2380 -18.5415 -14.0687  C11 1.091
29 H -5.9245 -20.2826 -13.8072  C11 1.091
30 H -4.8651 -19.0512 -16.1695  O8 0.961
31 C -8.8654 -22.6386 -2.0363  C32 1.534, H42 1.089, H43 1.091, H44 1.092
32 C -9.1588 -23.4768 -3.2874  C31 1.534, C33 1.524, N37 1.457, C41 1.542
33 C -9.3362 -22.5009 -4.4445  C32 1.524, C34 1.523, H45 1.095, H46 1.096
34 C -9.2640 -23.1886 -5.8013  C33 1.523, C35 1.528, H47 1.089, H48 1.097
35 C -7.8766 -23.8142 -5.9342  C34 1.528, C36 1.527, H49 1.095, H50 1.098
36 C -7.6046 -24.8712 -4.8656  C35 1.527, N37 1.454, C39 1.539, C40 1.521
37 N -8.0119 -24.3252 -3.5810  C32 1.457, C36 1.454, O38 1.407
38 O -7.7140 -25.1994 -2.5200  N37 1.407, H60 0.971
39 C -8.3322 -26.1779 -5.2302  C36 1.539, H51 1.093, H52 1.094, H53 1.092
40 C -6.1058 -25.1280 -4.8365  C36 1.521, H54 1.092, H55 1.089, H56 1.092
41 C -10.4586 -24.2770 -3.0657  C32 1.542, H57 1.091, H58 1.087, H59 1.093
42 H -7.8518 -22.2465 -2.1085  C31 1.089
43 H -8.9385 -23.2050 -1.1071  C31 1.091
44 H -9.6032 -21.8356 -1.9881  C31 1.092
45 H -10.2766 -21.9474 -4.3509  C33 1.095
46 H -8.5675 -21.7199 -4.4098  C33 1.096
47 H -9.5028 -22.5140 -6.6218  C34 1.089
48 H -9.9752 -24.0230 -5.8365  C34 1.097
49 H -7.1080 -23.0388 -6.0167  C35 1.095
50 H -7.8589 -24.2470 -6.9435  C35 1.098
51 H -9.3784 -26.2167 -4.9145  C39 1.093
52 H -8.4230 -26.3106 -6.3123  C39 1.094
53 H -7.8356 -27.0711 -4.8445  C39 1.092
54 H -5.7792 -25.4268 -5.8347  C40 1.092
55 H -5.5424 -24.2570 -4.5046  C40 1.089
56 H -5.8629 -25.9283 -4.1352  C40 1.092
57 H -10.3956 -24.8328 -2.1284  C41 1.091
58 H -10.6670 -24.9194 -3.9173  C41 1.087
59 H -11.3050 -23.5980 -2.9312  C41 1.093
60 H -8.2777 -25.9821 -2.6321  O38 0.971
61 C -12.6332 -22.1165 -10.8421  C62 1.538, H72 1.090, H73 1.095, H74 1.089
62 C -11.4999 -21.5677 -11.7246  C61 1.538, C63 1.534, N67 1.442, C71 1.529
63 C -11.0340 -20.1871 -11.2449  C62 1.534, C64 1.519, H75 1.096, H76 1.093
64 C -10.0207 -20.1826 -10.1127  C63 1.519, C65 1.520, H77 1.097, H78 1.094
65 C -8.8340 -21.0554 -10.4880  C64 1.520, C66 1.543, H79 1.091, H80 1.094
66 C -9.2570 -22.4911 -10.8616  C65 1.543, N67 1.457, C69 1.528, C70 1.539
67 N -10.3651 -22.4539 -11.8063  C62 1.442, C66 1.457, O68 1.412
68 O -10.7308 -23.7165 -12.3223  N67 1.412, H90 0.964
69 C -8.0652 -23.1405 -11.5625  C66 1.528, H81 1.092, H82 1.092, H83 1.095
70 C -9.6232 -23.2848 -9.5946  C66 1.539, H84 1.090, H85 1.100, H86 1.088
71 C -12.0566 -21.3767 -13.1355  C62 1.529, H87 1.091, H88 1.094, H89 1.092
72 H -13.4851 -21.4434 -10.7408  C61 1.090
73 H -12.2264 -22.2281 -9.8319  C61 1.095
74 H -12.9627 -23.0990 -11.1772  C61 1.089
75 H -10.5551 -19.6813 -12.0907  C63 1.096
76 H -11.9113 -19.5880 -10.9898  C63 1.093
77 H -10.4396 -20.4914 -9.1467  C64 1.097
78 H -9.7259 -19.1457 -9.9257  C64 1.094
79 H -8.1342 -21.1703 -9.6594  C65 1.091
80 H -8.3499 -20.6002 -11.3569  C65 1.094
81 H -7.9288 -22.7292 -12.5646  C69 1.092
82 H -7.1221 -23.0715 -11.0155  C69 1.092
83 H -8.2273 -24.2187 -11.6588  C69 1.095
84 H -8.8734 -23.3922 -8.8110  C70 1.090
85 H -10.3519 -22.6497 -9.0701  C70 1.100
86 H -10.1650 -24.1819 -9.8869  C70 1.088
87 H -12.2534 -22.3340 -13.6194  C71 1.091
88 H -11.3393 -20.8711 -13.7891  C71 1.094
89 H -12.9796 -20.7947 -13.0940  C71 1.092
90 H -10.0744 -23.9201 -12.9989  O68 0.964
91 C -8.3908 -15.3517 -8.6423  C92 1.533, H94 1.096, H95 1.091, H96 1.088
92 C -9.6613 -16.1976 -8.5039  C91 1.533, O93 1.417, H97 1.096, H98 1.090
93 O -10.6026 -15.9581 -9.5359  C92 1.417, H99 0.960
94 H -8.2211 -15.1913 -9.7130  C91 1.096
95 H -7.4881 -15.8805 -8.3318  C91 1.091
96 H -8.4465 -14.3795 -8.1565  C91 1.088
97 H -10.0905 -16.0438 -7.5077  C92 1.096
98 H -9.3711 -17.2482 -8.5325  C92 1.090
99 H -11.1186 -15.1830 -9.3016  O93 0.960
100 C -12.6898 -25.8357 -6.3817  C101 1.517, H103 1.091, H104 1.095, H105 1.088
101 C -12.1070 -25.9012 -7.7812  C100 1.517, O102 1.435, H106 1.089, H107 1.099
102 O -10.8932 -26.6644 -7.8361  C101 1.435, H108 0.960
103 H -13.7029 -25.4366 -6.4446  C100 1.091
104 H -12.1112 -25.1418 -5.7634  C100 1.095
105 H -12.6374 -26.7980 -5.8765  C100 1.088
106 H -11.9275 -24.9330 -8.2468  C101 1.089
107 H -12.8017 -26.4090 -8.4656  C101 1.099
108 H -11.1307 -27.5949 -7.8543  O102 0.960
109 C -14.6535 -25.4447 -12.5647  C110 1.514, H112 1.093, H113 1.088, H114 1.093
110 C -13.8385 -25.9490 -11.3932  C109 1.514, O111 1.424, H115 1.097, H116 1.097
111 O -14.2325 -27.2790 -11.0725  C110 1.424, H117 0.960
112 H -14.4706 -26.0770 -13.4370  C109 1.093
113 H -14.4249 -24.4014 -12.7698  C109 1.088
114 H -15.7212 -25.5917 -12.3806  C109 1.093
115 H -13.9356 -25.2717 -10.5360  C110 1.097
116 H -12.7800 -25.9240 -11.6797  C110 1.097
117 H -13.4721 -27.7567 -10.7337  O111 0.960
118 C -15.9477 -19.4530 -12.5925  C119 1.529, H121 1.094, H122 1.090, H123 1.089
119 C -15.9571 -20.9546 -12.8827  C118 1.529, O120 1.420, H124 1.092, H125 1.089
120 O -17.2848 -21.4414 -13.0138  C119 1.420, H126 0.961
121 H -14.9171 -19.1041 -12.4827  C118 1.094
122 H -16.5064 -19.2078 -11.6890  C118 1.090
123 H -16.3863 -18.9409 -13.4480  C118 1.089
124 H -15.4206 -21.5045 -12.1063  C119 1.092
125 H -15.5023 -21.0800 -13.8643  C119 1.089
126 H -17.6985 -21.4433 -12.1462  O120 0.961
127 C -6.6990 -25.0263 -14.3766  C128 1.529, H130 1.088, H131 1.088, H132 1.091
128 C -8.0566 -25.6542 -14.6922  C127 1.529, O129 1.435, H133 1.090, H134 1.095
129 O -8.7116 -25.9353 -13.4473  C128 1.435, H135 0.960
130 H -6.2494 -25.5902 -13.5623  C127 1.088
131 H -6.8312 -23.9916 -14.0673  C127 1.088
132 H -6.1023 -25.0170 -15.2900  C127 1.091
133 H -7.9289 -26.5914 -15.2348  C128 1.090
134 H -8.6369 -24.9289 -15.2712  C128 1.095
135 H -9.2350 -26.7313 -13.5673  O129 0.960